Entry 1:
Here is C2H4N4O2 in the gas phase in a non-equilibrium geometry from OMol25. Energies are from ωB97M-V with the def2-TZVPD basis set.

Each atom is followed by the atoms it is bonded to, with distances in Å.
Atoms and positions in Å:
1 C -0.931 -1.022 0.255  C2 1.520, O8 1.429, H9 1.091, H10 1.098
2 C -0.116 -0.022 -0.549  C1 1.520, N3 1.440, N6 1.640, H11 1.088
3 N -0.978 1.131 -0.606  C2 1.440, N4 1.211
4 N -2.026 0.928 -0.035  N3 1.211, O8 1.348
5 N 2.079 0.927 -0.535  N6 1.225, H12 1.025
6 N 1.262 0.418 0.222  C2 1.640, N5 1.225, O7 1.215
7 O 1.292 0.190 1.415  N6 1.215
8 O -2.143 -0.305 0.497  C1 1.429, N4 1.348
9 H -1.157 -1.938 -0.292  C1 1.091
10 H -0.454 -1.246 1.218  C1 1.098
11 H 0.244 -0.300 -1.537  C2 1.088
12 H 2.928 1.237 -0.053  N5 1.025

For the HOMO energy, the calculation gives -10.8 eV. As for the total charge: 0. Its spin multiplicity is 1. For the LUMO energy, the calculation gives 0.4 eV. Its HOMO-LUMO gap is 11.3 eV. The SMILES is [H]/N=[N+](\[O-])[C@H]1CON=N1.

=====

Entry 2:
Here is C2H4N4O2 in the gas phase in a non-equilibrium geometry from OMol25. Energies are from ωB97M-V with the def2-TZVPD basis set.

Each atom is followed by the atoms it is bonded to, with distances in Å.
Atoms and positions in Å:
1 C 0.930 -1.306 -0.118  C2 1.356, N3 1.472, H9 1.110
2 C 0.966 -0.199 0.665  C1 1.356, N5 1.420, H10 1.051
3 N -0.381 -1.449 -0.771  C1 1.472, N4 1.388, H11 0.984
4 N -1.109 -0.295 -0.518  N3 1.388, N5 1.582, H12 0.979
5 N -0.211 0.568 0.458  C2 1.420, N4 1.582, N6 1.318
6 N -0.372 1.869 0.327  N5 1.318, O7 1.215, O8 1.215
7 O 0.427 2.491 1.000  N6 1.215
8 O -1.219 2.324 -0.417  N6 1.215
9 H 1.689 -2.113 -0.189  C1 1.110
10 H 1.607 0.133 1.429  C2 1.051
11 H -0.981 -2.186 -0.515  N3 0.984
12 H -1.345 0.162 -1.351  N4 0.979

For the HOMO energy, the calculation gives -8.4 eV. As for the total charge: 0. Its spin multiplicity is 1. For the LUMO energy, the calculation gives 0.5 eV. Its HOMO-LUMO gap is 8.9 eV. The SMILES is O=[N+]([O-])N1C=CNN1.